Record 1
{"formula": "C30H37BBr2N3O6PS2SeTi", "method": "wB97M-V/def2-TZVPD", "species": ["Ti", "C", "C", "S", "C", "C", "S", "H", "H", "H", "H", "H", "H", "Br", "C", "C", "C", "Br", "C", "C", "C", "C", "N", "C", "C", "O", "H", "H", "H", "H", "C", "C", "O", "P", "O", "C", "C", "O", "C", "C", "H", "H", "H", "H", "H", "H", "H", "H", "H", "H", "H", "H", "H", "H", "H", "O", "B", "O", "C", "C", "C", "C", "C", "C", "H", "H", "H", "H", "C", "N", "C", "C", "N", "C", "C", "Se", "H", "H", "H", "H", "H", "H", "H", "H"], "positions_angstrom": [[-0.6983, -0.3775, -0.4167], [-0.7400, -5.0249, -1.2036], [-0.4517, -3.5473, -1.3257], [-0.0873, -2.6908, 0.1650], [-0.4554, -2.9138, -2.5073], [-0.7461, -3.6332, -3.8004], [-0.1436, -1.1889, -2.6723], [-0.8429, -5.3117, -0.1581], [0.0566, -5.6368, -1.6390], [-1.6687, -5.2939, -1.7118], [-0.4389, -4.6793, -3.7716], [-0.2337, -3.1485, -4.6326], [-1.8161, -3.6040, -4.0263], [-5.2593, -2.0944, -1.4845], [-4.8140, -0.4788, -0.6136], [-5.8155, 0.3904, -0.1944], [-5.4733, 1.5658, 0.4488], [-6.8838, 2.7224, 0.9984], [-4.1384, 1.9404, 0.6986], [-3.6934, 3.1394, 1.3201], [-2.3148, 3.3460, 1.4268], [-1.4108, 2.4145, 0.9876], [-1.7958, 1.2196, 0.4381], [-3.1562, 1.0212, 0.2713], [-3.4843, -0.1765, -0.3676], [-2.4492, -0.9382, -0.7119], [-6.8523, 0.1471, -0.3774], [-4.4066, 3.8739, 1.6601], [-1.9329, 4.2634, 1.8578], [-0.3432, 2.5790, 1.0643], [2.5131, -2.0675, 4.1190], [1.5686, -2.3096, 2.9647], [0.3277, -1.6404, 3.2461], [-0.2641, -0.4437, 2.3428], [-1.6795, -0.2933, 3.0837], [-2.7201, -1.2366, 2.7275], [-2.8855, -2.2645, 3.8205], [0.4900, 0.8600, 2.8796], [0.4889, 1.2470, 4.2618], [1.6855, 2.1416, 4.4839], [3.4552, -2.5949, 3.9518], [2.0847, -2.4163, 5.0591], [2.7376, -1.0041, 4.2115], [1.3295, -3.3642, 2.8313], [1.9905, -1.9437, 2.0295], [-2.4744, -1.7144, 1.7741], [-3.6237, -0.6437, 2.5804], [-1.9869, -2.8724, 3.9181], [-3.7276, -2.9161, 3.5818], [-3.0833, -1.7801, 4.7773], [0.5322, 0.3561, 4.8938], [-0.4535, 1.7614, 4.4612], [2.5907, 1.6472, 4.1325], [1.7983, 2.3694, 5.5456], [1.5787, 3.0783, 3.9387], [1.0929, 1.8863, -2.1724], [-0.1119, 1.3031, -1.7155], [-1.1838, 1.9357, -2.4054], [-0.6271, 2.8319, -3.2597], [-1.2509, 3.6760, -4.1490], [-0.4261, 4.5107, -4.9079], [0.9567, 4.4866, -4.7656], [1.5747, 3.6243, -3.8546], [0.7500, 2.8079, -3.1180], [-2.3272, 3.6828, -4.2466], [-0.8746, 5.1892, -5.6219], [1.5666, 5.1446, -5.3699], [2.6485, 3.5916, -3.7336], [5.0379, 2.0226, -0.8711], [4.7857, 0.6696, -1.3209], [5.4847, -0.0082, -2.2998], [4.9079, -1.2215, -2.4225], [3.8679, -1.2720, -1.5211], [2.9679, -2.4004, -1.3059], [3.7910, -0.1114, -0.8337], [2.6002, 0.3597, 0.4786], [5.9744, 2.3560, -1.3140], [5.1030, 2.0415, 0.2154], [4.2201, 2.6754, -1.1750], [6.3105, 0.4365, -2.8215], [5.1304, -2.0452, -3.0735], [3.3670, -3.2483, -1.8595], [1.9646, -2.1445, -1.6501], [2.9167, -2.6205, -0.2435]], "forces_ev_per_a": [[0.465, -0.874, 0.244], [0.006, -0.058, 0.034], [0.126, 0.068, -0.094], [-0.149, -0.110, 0.063], [-0.041, -0.230, -0.114], [-0.003, 0.059, -0.036], [-0.007, 0.273, 0.387], [0.014, 0.039, 0.006], [0.033, 0.006, -0.012], [-0.020, 0.029, -0.016], [0.014, -0.037, 0.025], [0.020, 0.010, 0.014], [-0.027, 0.012, 0.002], [0.010, -0.037, -0.019], [-0.218, 0.036, 0.147], [0.047, -0.028, -0.016], [0.052, -0.024, -0.021], [-0.036, 0.010, 0.001], [-0.069, 0.113, 0.072], [-0.034, -0.123, -0.070], [0.044, 0.087, 0.054], [0.054, -0.085, -0.043], [-0.231, 0.036, -0.197], [0.256, 0.323, 0.185], [0.369, -0.157, -0.278], [-0.616, 0.135, 0.095], [0.003, 0.005, 0.009], [0.006, 0.019, 0.014], [-0.016, 0.004, -0.001], [-0.034, -0.001, 0.005], [0.142, -0.044, -0.008], [-0.040, 0.080, 0.010], [-0.058, -0.186, 0.104], [-0.076, 0.083, -0.414], [-0.107, -0.117, 0.098], [0.037, 0.154, -0.029], [-0.045, -0.043, 0.029], [0.106, 0.102, 0.094], [-0.097, 0.003, -0.056], [0.001, 0.016, 0.078], [-0.015, -0.006, -0.005], [-0.038, -0.011, 0.011], [-0.007, 0.029, -0.019], [0.034, -0.019, 0.048], [0.010, 0.026, -0.015], [0.003, -0.022, 0.005], [0.009, -0.019, 0.049], [0.017, 0.000, -0.017], [-0.006, -0.026, -0.004], [-0.012, 0.024, 0.007], [0.028, -0.001, -0.048], [0.037, 0.011, 0.052], [0.034, -0.023, 0.006], [-0.018, 0.010, 0.004], [-0.011, 0.012, -0.052], [-0.034, -0.032, 0.070], [-0.066, 0.329, -0.512], [0.165, -0.012, 0.075], [-0.225, 0.008, 0.008], [0.100, 0.058, -0.058], [-0.017, -0.024, 0.014], [0.000, -0.054, 0.062], [-0.090, 0.093, -0.106], [0.226, -0.047, 0.081], [-0.024, 0.011, -0.010], [-0.001, 0.012, -0.011], [0.011, 0.025, -0.023], [0.040, 0.001, -0.003], [-0.008, -0.017, -0.061], [0.040, 0.008, 0.049], [-0.047, 0.019, 0.015], [-0.079, 0.054, 0.055], [-0.060, -0.046, 0.158], [0.107, 0.117, -0.138], [-0.054, -0.018, -0.368], [-0.065, 0.094, 0.334], [-0.011, 0.040, 0.015], [0.014, -0.004, -0.014], [-0.008, 0.004, 0.008], [0.044, 0.013, -0.027], [0.022, -0.035, -0.038], [-0.058, -0.035, 0.019], [0.118, -0.054, -0.008], [0.010, -0.042, 0.048]], "charge": -1, "e_lumo_ha": [0.081, 0.081], "energy_ev": -308655.9417, "homo_lumo_gap_ha": [0.173, 0.224], "multiplicity": 2, "relative_energy_kcal_mol": 27.67}

Record 2
{"formula": "C30H37Br2N8O2W", "method": "wB97M-V/def2-TZVPD", "species": ["W", "C", "C", "N", "C", "C", "C", "C", "C", "C", "C", "N", "C", "C", "C", "C", "C", "C", "C", "C", "N", "C", "H", "H", "H", "H", "H", "H", "H", "H", "H", "H", "H", "H", "N", "C", "C", "C", "C", "N", "C", "N", "N", "C", "O", "O", "H", "H", "H", "H", "H", "H", "H", "H", "H", "H", "H", "H", "H", "H", "Br", "C", "Br", "H", "H", "C", "C", "C", "C", "C", "N", "H", "H", "H", "H", "H", "H", "H", "H", "H"], "positions_angstrom": [[0.4344, 0.3723, -0.1362], [4.3076, -0.0200, -2.3098], [3.2994, -0.1056, -1.3566], [2.1732, 0.5986, -1.4384], [2.0170, 1.4387, -2.4942], [2.9686, 1.5769, -3.5040], [4.1413, 0.8104, -3.3953], [2.7113, 2.5051, -4.5468], [1.5827, 3.2749, -4.5043], [0.6459, 3.1408, -3.4555], [0.8459, 2.1952, -2.4806], [0.0457, 1.8740, -1.3814], [-1.1152, 2.5986, -1.0141], [-2.0771, 3.1623, -1.8066], [-3.1002, 3.9530, -1.2261], [-3.1394, 4.1804, 0.1189], [-2.1961, 3.5422, 0.9668], [-2.1395, 3.6952, 2.3655], [-1.1841, 3.0153, 3.0848], [-0.3234, 2.1405, 2.4209], [-0.3622, 1.9636, 1.1101], [-1.2413, 2.7091, 0.3812], [5.2022, -0.6131, -2.1846], [3.3947, -0.7772, -0.5173], [4.9088, 0.8872, -4.1569], [3.4251, 2.6093, -5.3546], [1.3995, 4.0093, -5.2764], [-0.2069, 3.8033, -3.4314], [-2.0756, 3.0027, -2.8762], [-3.8435, 4.4016, -1.8715], [-3.8895, 4.8313, 0.5503], [-2.8388, 4.3574, 2.8643], [-1.1005, 3.1265, 4.1571], [0.4031, 1.5601, 2.9735], [-0.8491, -0.8060, 1.8282], [-2.2657, -0.9800, 1.4556], [-2.9328, -2.2464, 1.9767], [-2.3036, -3.5841, 1.5368], [-3.3473, -4.5563, 1.0018], [-3.8973, -4.0803, -0.2690], [-4.3267, -4.8394, -1.2682], [-4.4295, -6.1598, -1.1353], [-4.6426, -4.2692, -2.4351], [-2.3678, -0.8399, -0.0512], [-3.2552, -1.2980, -0.7201], [-1.4124, -0.0673, -0.5416], [-0.4172, -1.7226, 1.9159], [-0.7980, -0.3793, 2.7484], [-2.8169, -0.1296, 1.8672], [-3.9763, -2.2038, 1.6564], [-2.9564, -2.1789, 3.0648], [-1.8279, -4.0739, 2.3869], [-1.5262, -3.4416, 0.7779], [-4.1486, -4.6722, 1.7353], [-2.8832, -5.5303, 0.8507], [-3.9354, -3.0748, -0.4063], [-4.2899, -6.6107, -0.2490], [-4.7364, -6.7362, -1.9010], [-4.6078, -3.2679, -2.5312], [-5.1311, -4.7854, -3.1473], [-0.2793, -0.9443, -3.4583], [1.1747, -1.9162, -4.0698], [1.0186, -2.0870, -0.2352], [1.4412, -1.8039, -5.1085], [1.5119, -2.7286, -3.4473], [5.1072, 1.5620, 2.2090], [3.9983, 0.7849, 2.9466], [4.4767, -0.6181, 3.3478], [3.4998, 1.5750, 4.1700], [2.8681, 0.6470, 2.0031], [1.9958, 0.5496, 1.2646], [5.9088, 1.7558, 2.9213], [4.7474, 2.5192, 1.8297], [5.5179, 0.9786, 1.3837], [5.2665, -0.5002, 4.0903], [4.8859, -1.1615, 2.4959], [3.6742, -1.2058, 3.7943], [4.3585, 1.7830, 4.8076], [2.7806, 0.9950, 4.7507], [3.0556, 2.5297, 3.8826]], "forces_ev_per_a": [[-0.048, 0.593, 0.732], [0.016, 0.021, 0.041], [0.225, -0.163, -0.079], [-0.507, -0.314, 0.155], [0.099, -0.030, 0.068], [0.220, 0.076, -0.258], [0.030, 0.007, -0.058], [0.050, -0.047, 0.018], [-0.085, 0.006, 0.064], [0.010, 0.175, -0.126], [-0.302, 0.142, 0.126], [-0.009, -0.341, 0.124], [0.199, 0.010, -0.111], [-0.102, 0.084, -0.209], [0.079, -0.060, -0.080], [-0.002, 0.001, 0.074], [-0.205, 0.137, 0.114], [-0.055, 0.039, 0.028], [0.041, -0.005, 0.045], [-0.050, 0.034, 0.220], [-0.054, 0.006, -0.181], [0.072, 0.065, -0.059], [-0.018, -0.004, -0.013], [0.017, -0.016, -0.004], [-0.020, -0.005, 0.016], [-0.006, 0.014, 0.041], [-0.012, -0.009, 0.011], [0.028, -0.025, -0.034], [-0.002, 0.039, 0.011], [0.031, -0.016, -0.005], [0.016, -0.021, 0.001], [0.021, -0.040, -0.018], [0.005, 0.016, -0.033], [-0.008, -0.017, 0.019], [0.309, 0.050, 0.121], [0.044, -0.038, 0.083], [-0.023, -0.024, 0.139], [-0.024, 0.083, -0.029], [-0.083, -0.081, -0.082], [0.032, -0.009, 0.027], [-0.072, -0.051, 0.076], [0.024, -0.010, -0.051], [-0.055, 0.007, 0.083], [0.429, 0.273, -0.023], [-0.081, -0.109, -0.064], [-0.703, -0.375, -0.613], [0.139, 0.028, -0.081], [0.037, 0.015, -0.012], [-0.015, 0.095, -0.100], [0.010, 0.078, 0.041], [-0.051, -0.079, 0.030], [0.052, 0.039, -0.010], [-0.056, 0.004, -0.009], [-0.027, -0.057, 0.005], [0.042, 0.001, -0.042], [0.128, 0.026, -0.041], [-0.043, -0.006, 0.018], [0.030, -0.004, -0.007], [0.046, 0.003, -0.032], [-0.009, 0.008, 0.004], [-0.057, -0.059, -0.190], [0.047, 0.020, -0.032], [-0.039, -0.200, -0.226], [-0.026, -0.003, 0.047], [-0.005, 0.020, 0.002], [-0.041, -0.029, -0.032], [-0.117, 0.106, -0.168], [-0.014, -0.024, -0.004], [-0.073, -0.025, -0.043], [0.441, -0.016, 0.415], [0.106, -0.017, 0.126], [0.001, -0.018, -0.021], [0.021, -0.007, 0.037], [-0.022, 0.031, 0.016], [-0.010, -0.016, -0.032], [-0.015, 0.007, 0.018], [0.024, 0.013, 0.013], [-0.018, -0.020, 0.008], [0.005, 0.030, -0.017], [0.038, -0.015, 0.012]], "charge": 3, "e_lumo_ha": [-0.357, -0.339], "energy_ev": -189617.6410, "homo_lumo_gap_ha": [0.187, 0.243], "multiplicity": 3}

Record 3
{"formula": "C30H37F3NO9SbTi", "method": "wB97M-V/def2-TZVPD", "species": ["Ti", "O", "C", "O", "C", "C", "C", "C", "C", "O", "C", "C", "O", "O", "H", "H", "H", "H", "H", "H", "H", "H", "O", "O", "O", "C", "C", "C", "C", "O", "N", "H", "H", "H", "H", "F", "C", "F", "F", "C", "C", "C", "C", "C", "C", "C", "C", "H", "H", "H", "H", "C", "C", "C", "Sb", "C", "C", "C", "C", "C", "C", "H", "H", "H", "H", "H", "H", "H", "H", "H", "H", "H", "H", "H", "H", "H", "H", "H", "H", "H", "H", "H"], "positions_angstrom": [[1.7041, 0.6231, -1.9447], [-0.7933, 0.8675, -5.3777], [-0.6392, 0.9185, -4.1595], [0.4608, 0.6786, -3.5511], [-1.8696, 1.2685, -3.3082], [-2.4022, 0.0828, -2.4675], [-3.8947, 0.3253, -2.1813], [-3.8043, 1.4790, -1.1457], [-2.2754, 1.6141, -0.9847], [-1.8337, 0.2764, -1.1757], [-1.7000, 2.3532, -2.1997], [-0.2595, 2.8407, -2.0245], [0.0586, 3.9010, -2.5343], [0.5153, 2.0941, -1.2937], [-2.6283, 1.5780, -4.0259], [-2.1364, -0.9048, -2.8375], [-4.3405, -0.5673, -1.7395], [-4.4586, 0.5887, -3.0772], [-4.2679, 1.2007, -0.1980], [-4.2659, 2.4050, -1.4936], [-1.9288, 1.9761, -0.0196], [-2.2892, 3.2366, -2.4473], [3.1784, -0.0563, -1.0589], [2.3947, 0.8259, -0.2587], [3.0664, -0.1280, -3.7258], [3.5024, 1.0228, -3.8369], [4.5070, 1.5071, -4.8635], [4.7424, 2.9460, -4.4211], [3.7954, 3.1453, -3.2176], [3.7569, 4.1741, -2.5815], [3.0888, 1.9904, -3.0044], [4.0521, 1.4200, -5.8512], [5.3937, 0.8733, -4.8446], [4.5028, 3.6911, -5.1793], [5.7615, 3.1335, -4.0806], [-4.1103, -6.8246, 0.2687], [-3.5982, -5.9714, 1.1947], [-4.6563, -5.4041, 1.8087], [-3.0052, -6.7696, 2.1201], [-2.6585, -4.9785, 0.6035], [-2.8855, -3.6112, 0.7096], [-1.9936, -2.7137, 0.1495], [-0.8479, -3.1641, -0.5255], [-0.6395, -4.5487, -0.6278], [-1.5310, -5.4427, -0.0692], [0.0485, -2.2142, -1.0840], [0.6792, -1.2500, -1.4839], [-3.7627, -3.2477, 1.2290], [-2.1589, -1.6444, 0.2023], [0.2391, -4.9027, -1.1502], [-1.3551, -6.5089, -0.1523], [2.2418, -2.0436, 1.8863], [2.2177, -0.6368, 2.4752], [2.5772, -0.6202, 3.9546], [0.3552, 0.3745, 1.9637], [-0.6326, -0.0253, 3.8954], [-1.8189, 0.9159, 4.0714], [-1.0934, -1.4787, 3.9521], [0.9578, 2.3786, 2.6111], [2.4086, 2.7284, 2.3013], [0.0273, 3.4061, 1.9672], [3.2113, -2.5223, 2.0759], [2.0821, -2.0185, 0.8076], [1.4695, -2.6837, 2.3274], [2.9420, -0.0400, 1.9209], [1.8910, -1.2346, 4.5437], [2.5583, 0.3899, 4.3745], [3.5856, -1.0257, 4.1090], [0.0884, 0.1635, 4.6972], [-2.5200, 0.8241, 3.2347], [-1.5058, 1.9617, 4.1213], [-2.3782, 0.6913, 4.9901], [-1.7836, -1.7018, 3.1323], [-1.6186, -1.7019, 4.8910], [-0.2609, -2.1791, 3.8628], [0.8082, 2.3848, 3.6984], [2.5999, 2.6927, 1.2276], [3.1131, 2.0475, 2.7841], [2.6325, 3.7440, 2.6518], [0.1704, 3.4097, 0.8847], [0.2442, 4.4164, 2.3360], [-1.0282, 3.1986, 2.1684]], "forces_ev_per_a": [[0.054, 0.066, -0.082], [-0.016, -0.049, -0.003], [0.013, 0.070, 0.022], [0.021, 0.054, -0.068], [0.010, -0.042, 0.008], [-0.016, 0.007, -0.018], [0.000, 0.003, 0.000], [-0.005, 0.006, -0.010], [0.001, 0.011, -0.008], [-0.005, 0.030, -0.003], [0.013, 0.008, -0.019], [0.003, -0.059, 0.053], [-0.008, 0.028, -0.008], [-0.025, 0.021, -0.023], [-0.002, -0.001, 0.006], [0.004, -0.002, 0.000], [-0.006, -0.004, 0.004], [0.003, -0.004, 0.003], [0.000, -0.001, 0.003], [0.000, -0.004, 0.002], [0.006, 0.007, 0.018], [0.003, 0.001, 0.000], [0.108, -0.071, 0.049], [-0.114, -0.046, 0.167], [-0.045, 0.022, 0.059], [-0.053, -0.056, -0.015], [-0.024, 0.009, -0.022], [0.029, -0.011, 0.021], [-0.001, -0.001, -0.016], [0.000, 0.001, 0.000], [-0.018, 0.009, -0.074], [0.010, -0.006, -0.003], [0.002, 0.000, 0.013], [-0.014, -0.003, -0.002], [-0.001, 0.009, -0.011], [0.012, 0.017, 0.036], [0.003, 0.004, 0.005], [0.023, -0.027, -0.012], [-0.030, 0.015, -0.030], [-0.006, -0.024, 0.013], [0.011, 0.009, -0.017], [-0.020, -0.011, 0.016], [-0.030, -0.027, -0.046], [0.018, 0.007, 0.044], [-0.002, 0.004, -0.004], [-0.035, 0.011, -0.049], [0.099, 0.075, 0.016], [0.002, -0.002, 0.001], [0.018, -0.009, 0.026], [0.002, -0.005, 0.000], [-0.003, -0.001, -0.001], [-0.007, -0.015, 0.038], [0.032, 0.028, -0.043], [-0.017, -0.008, -0.008], [0.049, -0.034, 0.047], [-0.050, -0.029, -0.007], [-0.008, 0.027, 0.009], [-0.004, 0.021, 0.022], [-0.012, 0.043, 0.009], [0.021, -0.015, -0.021], [0.006, 0.000, 0.007], [-0.006, -0.001, 0.003], [0.004, 0.014, 0.001], [0.000, -0.007, -0.005], [0.016, 0.024, -0.019], [-0.014, -0.015, 0.015], [-0.005, -0.022, -0.014], [0.001, -0.004, -0.006], [-0.009, -0.002, -0.026], [-0.010, -0.005, 0.001], [-0.008, -0.016, -0.003], [0.001, 0.001, -0.006], [0.006, 0.005, -0.003], [-0.001, 0.004, -0.001], [0.031, -0.011, 0.001], [0.005, -0.020, -0.007], [0.001, -0.005, 0.010], [-0.010, 0.010, -0.003], [0.001, 0.006, -0.005], [-0.009, -0.005, -0.030], [0.004, 0.000, 0.005], [0.004, -0.006, -0.006]], "charge": -2, "e_lumo_ha": 0.158, "energy_ev": -89436.8830, "homo_lumo_gap_ha": 0.260, "relative_energy_kcal_mol": 6.71}